No. 1
Computed, not measured: 2 unconnected molecules or ions with the total composition C2H3BrO in a non-equilibrium geometry, with ωB97M-V/def2-TZVPD.

## Properties
- Multiplicity: 1
- Max |F|: 0.09020 Eh/bohr
- Structure (SMILES): C=C=O.Br

Each line ends with the natural charge from an NBO analysis.
Cartesian coordinates (Å):
C (2.056, -0.342, 0.149)  -0.817
C (0.830, -0.109, 0.126)  0.725
O (-0.275, 0.236, 0.086)  -0.454
H (2.809, 0.012, -0.484)  0.273
H (2.619, -0.490, 1.057)  0.273
Br (-4.275, 0.243, 0.199)  -0.207
H (-3.764, 0.449, -1.133)  0.208

=====

No. 2
Computed, not measured: C2H3BrO2 in the gas phase in a non-equilibrium geometry, with ωB97M-V/def2-TZVPD.

## Properties
- Multiplicity: 1
- Max |F|: 0.08373 Eh/bohr
- Structure (SMILES): C=C(Br)OO

Each line ends with the natural charge from an NBO analysis.
Cartesian coordinates (Å):
C (0.802, 0.411, -1.251)  -0.475
C (-0.099, -0.004, -0.411)  0.134
Br (-1.703, -0.886, -0.603)  0.134
O (0.107, 0.375, 1.226)  -0.273
O (-0.279, -0.715, 1.961)  -0.443
H (0.667, 0.444, -2.380)  0.234
H (1.666, 0.893, -1.021)  0.232
H (-1.161, -0.519, 2.479)  0.458

=====

No. 3
Computed, not measured: C2H3BrO2 in the gas phase in a non-equilibrium geometry, with ωB97M-V/def2-TZVPD.

## Properties
- Multiplicity: 1
- Max |F|: 0.04577 Eh/bohr
- Structure (SMILES): CC1(Br)OO1

Each line ends with the natural charge from an NBO analysis.
Cartesian coordinates (Å):
C (-0.617, -0.674, -0.044)  -0.678
C (0.380, 0.484, -0.021)  0.440
Br (1.259, 0.761, -1.728)  -0.008
O (1.127, 0.615, 1.092)  -0.248
O (0.184, 1.614, 0.710)  -0.243
H (-1.284, -0.730, -0.969)  0.250
H (-1.118, -0.528, 1.004)  0.248
H (0.068, -1.542, -0.045)  0.240

=====

No. 4
Computed, not measured: a molecular structure, C2H3BrOS in a non-equilibrium geometry, with ωB97M-V/def2-TZVPD.

## Properties
- Multiplicity: 1
- Max |F|: 0.07241 Eh/bohr

Each line ends with the natural charge from an NBO analysis.
Cartesian coordinates (Å):
C (-2.100, 0.123, 0.198)  -0.347
C (1.603, 2.013, 0.854)  0.285
O (0.961, 1.015, 0.586)  -0.483
S (-2.051, -1.517, -0.077)  0.206
Br (-3.857, 0.837, -0.086)  0.032
H (1.276, 2.869, 1.509)  0.099
H (2.509, 2.316, 0.376)  0.100
H (-0.831, -1.611, 0.129)  0.109

=====

No. 5
Computed, not measured: C2H3BrSi in the gas phase in a non-equilibrium geometry, with ωB97M-V/def2-TZVPD.

## Properties
- Multiplicity: 1
- Max |F|: 0.17934 Eh/bohr
- Structure (SMILES): BrC1=C[SiH2]1

Each line ends with the natural charge from an NBO analysis.
Cartesian coordinates (Å):
Br (-0.640, -0.853, -3.489)  0.137
C (-0.246, -0.440, -1.718)  -0.517
C (-0.817, 0.723, -0.857)  -0.571
Si (0.373, -0.402, 0.011)  1.109
H (-1.074, 1.709, -0.903)  0.216
H (1.683, 0.032, 0.390)  -0.189
H (0.010, -1.675, 0.497)  -0.184

=====

No. 6
Computed, not measured: C2H3BrSi in the gas phase in a non-equilibrium geometry, with ωB97M-V/def2-TZVPD.

## Properties
- Multiplicity: 1
- Max |F|: 0.04251 Eh/bohr
- Structure (SMILES): C#C[SiH2]Br

Each line ends with the natural charge from an NBO analysis.
Cartesian coordinates (Å):
C (1.750, 1.183, 0.041)  -0.118
C (0.728, 0.562, -0.037)  -0.511
Si (-0.726, -0.528, -0.042)  1.082
Br (-3.000, -0.041, -0.002)  -0.346
H (2.759, 1.409, -0.078)  0.232
H (-0.846, -1.463, -1.081)  -0.158
H (-0.665, -1.122, 1.199)  -0.182

=====

No. 7
Computed, not measured: a molecular structure, C2H3CaO in a non-equilibrium geometry, with ωB97M-V/def2-TZVPD.

## Properties
- Charge: +1
- Multiplicity: 1
- Max |F|: 0.08896 Eh/bohr

Each line ends with the Mulliken charge.
Cartesian coordinates (Å):
H (-0.634, 0.126, -1.252)  0.159
O (1.190, -0.461, -0.202)  -0.639
C (-0.113, -0.559, -0.320)  -0.207
C (-0.974, 0.314, 0.325)  -0.427
H (-2.036, 0.055, 0.312)  0.299
H (-0.613, 0.943, 1.147)  0.215
Ca (3.180, -0.419, -0.009)  1.601

=====

No. 8
Computed, not measured: a molecular structure, C2H3CaO3 in a non-equilibrium geometry, with ωB97M-V/def2-TZVPD.

## Properties
- Charge: +1
- Multiplicity: 1
- Max |F|: 0.06487 Eh/bohr

Each line ends with the natural charge from an NBO analysis.
Cartesian coordinates (Å):
O (-0.217, -1.186, -0.654)  -0.904
Ca (-1.824, -0.039, -0.201)  1.859
O (0.119, 0.610, 0.498)  -0.723
C (0.726, -0.435, -0.242)  0.948
O (1.890, -0.376, -0.544)  -0.559
C (0.894, 1.600, 1.179)  -0.268
H (1.945, 1.295, 1.146)  0.247
H (0.780, 2.562, 0.669)  0.200
H (0.506, 1.672, 2.200)  0.201

=====

In order of appearance, highest occupied orbital energy = -9.592; -9.836; -10.620; -8.676; -9.006; -10.346; -11.072; -14.508 eV.
In order of appearance, electronic energy = -2727.20410; -2802.31794; -2802.36900; -3125.30337; -2941.36825; -2941.46173; -830.49785; -981.14399 Ha.
In order of appearance, ΔE to the lowest compared entry with this formula, charge and spin = 32.5; 122.7; 90.7; 83.4; 59.0; 0.4; 7.5; 0.0 kcal per mole.